Computed, not measured: a cluster of 12 separate species, C60H60N12 in total in a non-equilibrium geometry, with wB97M-V/def2-TZVPD.

Bonds (Å) are listed after each position.
Cartesian coordinates (Å):
1 N -3.83078 -2.52370 5.78007  C2 1.371, C6 1.339
2 C -4.07071 -2.54101 4.43063  N1 1.371, C3 1.412, H7 1.080
3 C -3.10651 -2.98620 3.50055  C2 1.412, C4 1.385, H8 1.080
4 C -1.88614 -3.38401 4.02177  C3 1.385, C5 1.374, H9 1.080
5 C -1.63012 -3.45634 5.36999  C4 1.374, C6 1.402, H10 1.080
6 C -2.64843 -2.98337 6.21007  N1 1.339, C5 1.402, H11 1.080
7 H -5.01068 -2.17922 4.04081  C2 1.080
8 H -3.18879 -2.91746 2.42589  C3 1.080
9 H -1.08603 -3.69134 3.36467  C4 1.080
10 H -0.67422 -3.67204 5.82400  C5 1.080
11 H -2.60523 -3.06854 7.28584  C6 1.080
12 N 2.19677 -0.73174 -2.81254  C13 1.358, C17 1.332
13 C 2.07370 0.50949 -3.35037  N12 1.358, C14 1.424, H18 1.080
14 C 2.98379 1.06705 -4.29352  C13 1.424, C15 1.411, H19 1.080
15 C 4.06202 0.24664 -4.68748  C14 1.411, C16 1.401, H20 1.080
16 C 4.19236 -1.05875 -4.19664  C15 1.401, C17 1.453, H21 1.080
17 C 3.18843 -1.50778 -3.24665  N12 1.332, C16 1.453, H22 1.080
18 H 1.23764 1.07157 -2.96116  C13 1.080
19 H 2.97818 2.11444 -4.55688  C14 1.080
20 H 4.81947 0.67618 -5.32636  C15 1.080
21 H 4.97492 -1.76478 -4.43229  C16 1.080
22 H 3.31981 -2.51140 -2.86997  C17 1.080
23 N -5.21068 -2.40026 0.40539  C24 1.358, C28 1.369
24 C -6.37755 -2.23741 1.08087  N23 1.358, C25 1.394, H29 1.080
25 C -6.52717 -1.13934 1.92669  C24 1.394, C26 1.358, H30 1.080
26 C -5.60779 -0.14342 2.00421  C25 1.358, C27 1.398, H31 1.080
27 C -4.54306 -0.16942 1.09895  C26 1.398, C28 1.414, H32 1.080
28 C -4.29757 -1.37966 0.41061  N23 1.369, C27 1.414, H33 1.080
29 H -6.98077 -3.13317 1.09291  C24 1.080
30 H -7.38022 -1.29479 2.57053  C25 1.080
31 H -5.70976 0.66246 2.71594  C26 1.080
32 H -3.87717 0.66347 0.92785  C27 1.080
33 H -3.34777 -1.46537 -0.09627  C28 1.080
34 N -5.05064 3.94720 0.54196  C35 1.421, C39 1.346
35 C -4.64118 3.40451 -0.70553  N34 1.421, C36 1.394, H40 1.080
36 C -3.45437 3.82015 -1.30690  C35 1.394, C37 1.395, H41 1.080
37 C -2.54447 4.59863 -0.59186  C36 1.395, C38 1.400, H42 1.080
38 C -2.86965 5.07766 0.68293  C37 1.400, C39 1.410, H43 1.080
39 C -4.16909 4.77274 1.13605  N34 1.346, C38 1.410, H44 1.080
40 H -5.28927 2.74539 -1.26405  C35 1.080
41 H -3.15429 3.55085 -2.30881  C36 1.080
42 H -1.61511 4.90562 -1.04840  C37 1.080
43 H -2.27855 5.84924 1.15376  C38 1.080
44 H -4.46050 5.12567 2.11428  C39 1.080
45 N -2.96632 3.26482 4.85038  C46 1.343, C50 1.360
46 C -2.89517 1.99952 4.40695  N45 1.343, C47 1.414, H51 1.080
47 C -2.99106 0.86704 5.24753  C46 1.414, C48 1.396, H52 1.080
48 C -3.16892 1.04784 6.62061  C47 1.396, C49 1.382, H53 1.080
49 C -3.23767 2.34381 7.09523  C48 1.382, C50 1.393, H54 1.080
50 C -3.11301 3.40019 6.19555  N45 1.360, C49 1.393, H55 1.080
51 H -2.62275 1.91154 3.36558  C46 1.080
52 H -2.89720 -0.14535 4.88331  C47 1.080
53 H -3.10816 0.21796 7.30910  C48 1.080
54 H -3.30108 2.53895 8.15556  C49 1.080
55 H -3.01554 4.40725 6.57333  C50 1.080
56 N 2.13002 5.56725 -5.81998  C57 1.360, C61 1.356
57 C 0.79950 5.76176 -5.61547  N56 1.360, C58 1.428, H62 1.080
58 C 0.18683 5.37477 -4.38460  C57 1.428, C59 1.424, H63 1.080
59 C 1.02323 4.74973 -3.41658  C58 1.424, C60 1.376, H64 1.080
60 C 2.37135 4.59551 -3.64205  C59 1.376, C61 1.410, H65 1.080
61 C 2.91916 4.99018 -4.88015  N56 1.356, C60 1.410, H66 1.080
62 H 0.33711 6.28371 -6.44020  C57 1.080
63 H -0.85852 5.52462 -4.15835  C58 1.080
64 H 0.57361 4.46035 -2.47823  C59 1.080
65 H 2.97984 4.22033 -2.83249  C60 1.080
66 H 3.96235 4.82816 -5.10799  C61 1.080
67 N 2.09732 -6.10603 1.67932  C68 1.355, C72 1.368
68 C 2.28428 -6.72952 2.86730  N67 1.355, C69 1.407, H73 1.080
69 C 2.07450 -6.03825 4.07420  C68 1.407, C70 1.428, H74 1.080
70 C 1.72843 -4.65360 4.03009  C69 1.428, C71 1.393, H75 1.080
71 C 1.52772 -4.04759 2.79236  C70 1.393, C72 1.389, H76 1.080
72 C 1.76429 -4.78001 1.63602  N67 1.368, C71 1.389, H77 1.080
73 H 2.71158 -7.71946 2.80553  C68 1.080
74 H 2.34760 -6.61830 4.94332  C69 1.080
75 H 1.63733 -4.14875 4.98048  C70 1.080
76 H 1.23258 -3.00873 2.78441  C71 1.080
77 H 1.78134 -4.30811 0.66472  C72 1.080
78 N 5.75292 -1.16614 -0.18041  C79 1.346, C83 1.337
79 C 4.83965 -2.14823 -0.06198  N78 1.346, C80 1.408, H84 1.080
80 C 4.91652 -3.37676 -0.74556  C79 1.408, C81 1.425, H85 1.080
81 C 5.99913 -3.46995 -1.66737  C80 1.425, C82 1.404, H86 1.080
82 C 6.91428 -2.42394 -1.86329  C81 1.404, C83 1.416, H87 1.080
83 C 6.74773 -1.26451 -1.06793  N78 1.337, C82 1.416, H88 1.080
84 H 4.03257 -1.88956 0.60742  C79 1.080
85 H 4.14112 -4.12263 -0.65161  C80 1.080
86 H 6.00957 -4.34879 -2.29500  C81 1.080
87 H 7.62286 -2.46355 -2.67738  C82 1.080
88 H 7.40702 -0.41073 -1.01500  C83 1.080
89 N -1.32394 0.86682 1.15478  C90 1.375, C94 1.376
90 C -0.70764 2.00835 0.69971  N89 1.375, C91 1.404, H95 1.080
91 C 0.56522 1.98722 0.10835  C90 1.404, C92 1.355, H96 1.080
92 C 1.19907 0.79582 -0.00779  C91 1.355, C93 1.439, H97 1.080
93 C 0.65711 -0.42766 0.52268  C92 1.439, C94 1.429, H98 1.080
94 C -0.70187 -0.34418 0.95567  N89 1.376, C93 1.429, H99 1.080
95 H -1.20042 2.91712 1.01229  C90 1.080
96 H 0.94223 2.94301 -0.22442  C91 1.080
97 H 2.19479 0.72953 -0.42077  C92 1.080
98 H 1.23405 -1.33882 0.46501  C93 1.080
99 H -1.29167 -1.20307 1.23999  C94 1.080
100 N -1.23953 1.36260 -3.43625  C101 1.364, C105 1.382
101 C -1.81767 1.79759 -4.59286  N100 1.364, C102 1.437, H106 1.080
102 C -3.21125 1.59105 -4.87498  C101 1.437, C103 1.398, H107 1.080
103 C -3.99295 0.92942 -3.92288  C102 1.398, C104 1.366, H108 1.080
104 C -3.40057 0.45226 -2.78836  C103 1.366, C105 1.393, H109 1.080
105 C -2.04923 0.68526 -2.54428  N100 1.382, C104 1.393, H110 1.080
106 H -1.28981 2.41779 -5.30216  C101 1.080
107 H -3.71285 1.98891 -5.74475  C102 1.080
108 H -5.01410 0.73085 -4.21312  C103 1.080
109 H -3.99218 -0.08864 -2.06461  C104 1.080
110 H -1.68803 0.41599 -1.56274  C105 1.080
111 N -1.33383 -3.20129 -0.29144  C112 1.332, C116 1.339
112 C -0.33334 -3.14904 -1.16869  N111 1.332, C113 1.374, H117 1.080
113 C 0.28072 -4.21809 -1.77481  C112 1.374, C114 1.410, H118 1.080
114 C -0.14035 -5.50449 -1.38093  C113 1.410, C115 1.401, H119 1.080
115 C -1.18680 -5.58771 -0.45274  C114 1.401, C116 1.414, H120 1.080
116 C -1.78963 -4.41251 0.05330  N111 1.339, C115 1.414, H121 1.080
117 H -0.13317 -2.13075 -1.46769  C112 1.080
118 H 1.06877 -4.02287 -2.48705  C113 1.080
119 H 0.35540 -6.36207 -1.81127  C114 1.080
120 H -1.69269 -6.52641 -0.28155  C115 1.080
121 H -2.63170 -4.52969 0.71932  C116 1.080
122 N 5.56905 3.14931 0.38367  C123 1.384, C127 1.377
123 C 5.06869 2.07967 -0.33738  N122 1.384, C124 1.400, H128 1.080
124 C 5.12094 2.07226 -1.73664  C123 1.400, C125 1.421, H129 1.080
125 C 5.72470 3.15785 -2.42751  C124 1.421, C126 1.366, H130 1.080
126 C 6.13375 4.24978 -1.71683  C125 1.366, C127 1.405, H131 1.080
127 C 6.07218 4.22474 -0.31297  N122 1.377, C126 1.405, H132 1.080
128 H 4.66860 1.22054 0.18051  C123 1.080
129 H 4.77430 1.24610 -2.33972  C124 1.080
130 H 5.90417 3.22551 -3.49035  C125 1.080
131 H 6.49242 5.19109 -2.10631  C126 1.080
132 H 6.26848 5.17544 0.16037  C127 1.080

Computed properties:
SMILES = c1ccncc1.c1ccncc1.c1ccncc1.c1ccncc1.c1ccncc1.c1ccncc1.c1ccncc1.c1ccncc1.c1ccncc1.c1ccncc1.c1ccncc1.c1ccncc1
Net charge = 0

These are the Mulliken partial charges, in e, on atoms 1 to 4: atom 1 (N): -0.558, atom 2 (C): -0.626, atom 3 (C): 0.268, atom 4 (C): 0.226

***

Computed, not measured: the ion C16H31N3O3P with charge +1, with wB97M-V/def2-TZVPD.

Bonds (Å) are listed after each position.
Cartesian coordinates (Å):
1 C -1.80264 3.36442 -0.04279  C2 1.531, H24 1.091, H25 1.088, H26 1.094
2 C -2.08757 3.96422 -1.42210  C1 1.531, C3 1.534, H27 1.088, H28 1.093
3 C -0.82689 4.26656 -2.24274  C2 1.534, C4 1.524, H29 1.091, H30 1.091
4 C -0.29569 3.05320 -2.99727  C3 1.524, O5 1.461, H31 1.093, H32 1.088
5 O 1.09901 2.76042 -2.67467  C4 1.461, C6 1.344
6 C 1.29479 1.69109 -1.88469  O5 1.344, C7 1.380, C22 1.408
7 C 1.35449 1.81315 -0.51117  C6 1.380, C8 1.376, H33 1.079
8 C 1.55919 0.71232 0.28785  C7 1.376, P9 1.863, N12 1.336
9 P 1.53908 0.86984 2.14430  C8 1.863, N10 1.712, O11 1.648
10 N 3.09186 0.23393 2.48483  P9 1.712, H34 1.011, H35 1.012
11 O 1.73878 2.50589 2.15610  P9 1.648, H36 0.964
12 N 1.68413 -0.47551 -0.31031  C8 1.336, O13 1.379, C21 1.343
13 O 1.90093 -1.53097 0.55098  N12 1.379, C14 1.447
14 C 1.35149 -2.79647 0.11320  O13 1.447, C15 1.522, H37 1.089, H38 1.092
15 C -0.14997 -2.83981 -0.13488  C14 1.522, C16 1.537, C17 1.533, H39 1.095
16 C -0.54996 -4.32372 -0.10192  C15 1.537, H40 1.086, H41 1.091, H42 1.089
17 C -0.97795 -1.98801 0.83367  C15 1.533, C18 1.551, H43 1.092, H44 1.091
18 C -1.17463 -2.57526 2.25604  C17 1.551, C19 1.540, C20 1.528, H45 1.090
19 C -0.89082 -1.50780 3.32930  C18 1.540, H46 1.089, H47 1.090, H48 1.092
20 C -2.61962 -3.04492 2.42228  C18 1.528, H49 1.092, H50 1.089, H51 1.091
21 C 1.66686 -0.64162 -1.64297  N12 1.343, C22 1.368, H52 1.076
22 C 1.47406 0.42606 -2.47665  C6 1.408, C21 1.368, N23 1.382
23 N 1.40190 0.26612 -3.84729  C22 1.382, H53 1.013, H54 1.011
24 H -0.87937 3.76048 0.38274  C1 1.091
25 H -2.61178 3.56162 0.65794  C1 1.088
26 H -1.69495 2.27709 -0.08865  C1 1.094
27 H -2.69798 4.85961 -1.32444  C2 1.088
28 H -2.67645 3.24161 -1.99338  C2 1.093
29 H -0.04003 4.67883 -1.60970  C3 1.091
30 H -1.08062 5.05257 -2.95493  C3 1.091
31 H -0.89199 2.16782 -2.76121  C4 1.093
32 H -0.34595 3.18809 -4.07578  C4 1.088
33 H 1.23161 2.78634 -0.06236  C7 1.079
34 H 3.66861 0.05550 1.67340  N10 1.011
35 H 3.62332 0.76646 3.16185  N10 1.012
36 H 2.51389 2.77381 2.66201  O11 0.964
37 H 1.62987 -3.47612 0.91712  C14 1.089
38 H 1.90361 -3.13744 -0.76469  C14 1.092
39 H -0.35280 -2.52520 -1.16347  C15 1.095
40 H -1.61312 -4.44490 -0.28888  C16 1.086
41 H 0.01480 -4.87780 -0.85362  C16 1.091
42 H -0.30000 -4.77540 0.85704  C16 1.089
43 H -1.96549 -1.89068 0.37701  C17 1.092
44 H -0.58864 -0.97262 0.92460  C17 1.091
45 H -0.48285 -3.39618 2.44420  C18 1.090
46 H -1.47144 -1.70169 4.23052  C19 1.089
47 H 0.16655 -1.46060 3.59007  C19 1.090
48 H -1.18427 -0.51534 2.98130  C19 1.092
49 H -3.28415 -2.18268 2.33037  C20 1.092
50 H -2.78914 -3.48674 3.40282  C20 1.089
51 H -2.91604 -3.76483 1.65841  C20 1.091
52 H 1.80119 -1.62898 -2.04793  C21 1.076
53 H 1.39582 1.16787 -4.30803  N23 1.013
54 H 2.13696 -0.30360 -4.24350  N23 1.011

Computed properties:
SMILES = CCCCOc1cc(=P(=[NH2+])O)n(OC[C@@H](C)CC(C)C)cc1N
Net charge = +1

These are the Mulliken partial charges, in e, on atoms 1 to 4: atom 1 (C): -0.729, atom 2 (C): -0.707, atom 3 (C): -0.610, atom 4 (C): -0.626

***

Computed, not measured: the molecule C4H9NO2 in a non-equilibrium geometry, with wB97M-V/def2-TZVPD.

Bonds (Å) are listed after each position.
Cartesian coordinates (Å):
1 C 0.29080 1.70767 -0.54762  O2 1.434, C3 1.538, H8 1.094, H9 1.084
2 O -0.18660 2.62478 -1.54144  C1 1.434, H10 0.964
3 C -0.27360 0.29153 -0.75221  C1 1.538, C4 1.530, H11 1.095, H12 1.093
4 C -0.84709 -0.34943 0.51290  C3 1.530, C5 1.537, H13 1.085, H14 1.079
5 C 0.30403 -1.13283 1.16370  C4 1.537, N6 1.361, O7 1.213
6 N 0.36093 -2.46936 0.91426  C5 1.361, H15 1.012, H16 1.007
7 O 1.17604 -0.55024 1.77422  C5 1.213
8 H 1.38439 1.70500 -0.58352  C1 1.094
9 H -0.04001 2.08156 0.41447  C1 1.084
10 H 0.56133 2.88642 -2.09000  O2 0.964
11 H -1.07893 0.36195 -1.49073  C3 1.095
12 H 0.49954 -0.32698 -1.21407  C3 1.093
13 H -1.22862 0.24880 1.33361  C4 1.085
14 H -1.58697 -1.07959 0.22299  C4 1.079
15 H -0.47172 -2.97690 0.64355  N6 1.012
16 H 1.13648 -3.02238 1.23991  N6 1.007

Computed properties:
SMILES = NC(=O)CCCO
Net charge = 0

These are the Mulliken partial charges, in e, on atoms 1 to 4: atom 1 (C): -0.339, atom 2 (O): -0.542, atom 3 (C): -0.588, atom 4 (C): -0.575

***

Number 1: HOMO-LUMO gap 9.762 eV, HOMO -9.2 eV, energy -81069.7236 eV. Number 2: HOMO-LUMO gap 8.465 eV, HOMO -12.0 eV, energy -36989.3142 eV. Number 3: HOMO-LUMO gap 10.557 eV, HOMO -9.7 eV, energy -9879.0824 eV.